[1]
Below is a structure of composition C41H37N2O6PtS2 at a distorted geometry, with properties calculated with the ωB97M-V functional and the def2-TZVPD basis.

## Properties
- molecular weight (g mol⁻¹) = 912.967
- HOMO (spin up / spin down) (eV) = -10.665 / -10.654
- E_tot (Ha) = -3060.81821
- <S²> = 6.028
- gap between HOMO and LUMO (spin up / spin down) (eV) = 7.28 / 4.85
- relative energy (zero: lowest compared OMol25 entry of this formula, charge and spin) (kJ/mol) = 87.6

ORCA input file:
```
! wB97M-V def2-TZVPD RIJCOSX def2/J DEFGRID3
* xyz 1 5
Pt 1.706 -0.584 0.047
C -1.142 1.664 -4.811
C -1.676 1.521 -3.392
C -3.021 2.203 -3.242
O -0.693 2.069 -2.482
C -0.153 1.070 -1.686
C -0.581 -0.211 -2.441
O -1.807 0.168 -3.018
C -0.531 -1.623 -1.795
O 0.734 -1.802 -1.232
C -1.685 -1.966 -0.820
C -2.932 -1.349 -0.824
C -3.963 -1.830 -0.024
C -3.764 -2.921 0.802
C -2.523 -3.547 0.807
C -1.506 -3.084 -0.007
C -0.663 -2.659 -2.939
C -1.783 -2.686 -3.766
C -1.860 -3.601 -4.806
C -0.836 -4.511 -5.019
C 0.270 -4.504 -4.182
C 0.355 -3.584 -3.147
C -0.508 1.306 -0.116
O -0.281 0.139 0.546
C -1.911 1.864 0.170
C -2.250 3.171 -0.182
C -3.482 3.691 0.176
C -4.390 2.920 0.888
C -4.050 1.629 1.257
C -2.811 1.108 0.914
C 0.473 2.388 0.423
C 0.548 2.504 1.811
C 1.271 3.533 2.388
C 1.945 4.445 1.589
C 1.890 4.319 0.211
C 1.154 3.297 -0.377
H -1.055 2.721 -5.059
H -1.835 1.186 -5.501
H -0.163 1.197 -4.914
H -2.903 3.276 -3.386
H -3.439 2.018 -2.255
H -3.701 1.809 -3.997
H 0.944 1.123 -1.707
H 0.170 -0.292 -3.244
H -3.120 -0.494 -1.451
H -4.930 -1.344 -0.055
H -4.567 -3.296 1.423
H -2.366 -4.424 1.426
H -0.563 -3.600 -0.050
H -2.591 -1.989 -3.603
H -2.727 -3.605 -5.454
H -0.899 -5.225 -5.829
H 1.074 -5.212 -4.340
H 1.224 -3.563 -2.505
H -1.550 3.782 -0.733
H -3.732 4.708 -0.096
H -5.351 3.333 1.168
H -4.747 1.025 1.825
H -2.526 0.118 1.234
H 0.001 1.806 2.433
H 1.293 3.633 3.467
H 2.512 5.250 2.037
H 2.409 5.025 -0.424
H 1.092 3.258 -1.456
O 4.580 2.845 1.476
C 4.522 2.510 2.760
C 5.111 3.374 3.687
C 5.076 3.077 5.029
C 4.481 1.896 5.496
C 3.923 1.020 4.603
C 3.911 1.314 3.224
C 3.288 0.401 2.296
O 3.134 0.699 1.069
N 2.932 -0.817 2.795
N 2.526 -1.643 1.873
C 2.243 -2.887 2.195
S 2.143 -3.449 3.833
C 1.329 -5.005 3.342
C 1.974 -5.477 2.060
S 2.078 -4.040 0.935
H 4.081 2.193 0.950
H 5.592 4.270 3.318
H 5.524 3.761 5.737
H 4.471 1.676 6.554
H 3.478 0.096 4.938
H 0.270 -4.786 3.209
H 1.459 -5.716 4.156
H 1.381 -6.242 1.562
H 2.989 -5.838 2.221
*
```

---

[2]
Below is a structure of composition C41H38MnN8OPS3, with properties calculated with the ωB97M-V functional and the def2-TZVPD basis.

## Properties
- molecular weight (g mol⁻¹) = 840.923
- HOMO (spin up / spin down) (eV) = -3.914 / -3.917
- E_tot (Ha) = -4785.45107
- <S²> = 0.774
- gap between HOMO and LUMO (spin up / spin down) (eV) = 5.79 / 5.75
- relative energy (zero: lowest compared OMol25 entry of this formula, charge and spin) (kJ/mol) = 0.0

ORCA input file:
```
! wB97M-V def2-TZVPD RIJCOSX def2/J DEFGRID3
* xyz -1 2
Mn -0.212 -0.260 -0.170
N 1.249 -1.890 2.842
C 0.322 -2.884 3.091
C 0.461 -3.598 4.293
C -0.409 -4.605 4.641
C -1.456 -4.933 3.789
C -1.600 -4.225 2.612
C -0.742 -3.186 2.229
P -1.043 -2.389 0.569
C -0.432 -3.710 -0.541
C -0.805 -3.706 -1.884
C -0.273 -4.634 -2.764
C 0.654 -5.566 -2.321
C 1.041 -5.571 -0.989
C 0.498 -4.650 -0.105
C -2.865 -2.566 0.541
C -3.574 -1.739 1.411
C -4.949 -1.830 1.509
C -5.644 -2.738 0.718
C -4.949 -3.558 -0.155
C -3.563 -3.478 -0.236
H 1.381 -1.574 1.884
H 2.128 -2.034 3.313
H 1.283 -3.339 4.950
H -0.269 -5.136 5.575
H -2.149 -5.726 4.036
H -2.414 -4.492 1.954
H -1.490 -2.954 -2.254
H -0.567 -4.608 -3.805
H 1.079 -6.282 -3.014
H 1.769 -6.289 -0.636
H 0.806 -4.670 0.933
H -3.039 -1.013 2.016
H -5.484 -1.175 2.184
H -6.723 -2.797 0.778
H -5.481 -4.267 -0.777
H -3.032 -4.140 -0.909
S -0.201 -0.527 -2.548
C -1.408 0.651 -2.982
C -1.394 1.128 -4.338
N -1.377 1.488 -5.431
C -2.337 1.112 -2.100
S -2.403 0.531 -0.459
C -3.332 2.068 -2.493
N -4.151 2.823 -2.785
S 1.966 -1.121 -0.259
C 2.686 0.305 -0.951
N 3.918 0.323 -1.314
N 4.386 1.415 -2.010
C 3.857 1.896 -3.210
C 2.727 1.356 -3.821
C 2.275 1.885 -5.020
C 2.933 2.942 -5.634
C 4.071 3.464 -5.031
C 4.532 2.949 -3.832
N 1.955 1.526 -1.108
N 0.757 1.500 -0.749
C 0.117 2.778 -0.979
C -0.862 3.216 -0.101
C -1.486 4.434 -0.333
C -1.153 5.186 -1.448
C -0.181 4.729 -2.330
C 0.462 3.527 -2.096
H 5.392 1.430 -1.993
H 2.172 0.541 -3.372
H 1.381 1.463 -5.462
H 2.561 3.356 -6.561
H 4.601 4.290 -5.490
H 5.408 3.375 -3.357
H -1.142 2.598 0.736
H -2.261 4.770 0.343
H -1.667 6.117 -1.645
H 0.065 5.299 -3.217
H 1.203 3.144 -2.787
O -0.265 0.527 1.854
C 0.484 0.814 2.774
C 1.976 0.963 2.670
C 2.353 2.425 3.007
C 1.283 3.480 2.675
C 0.171 3.671 3.722
C -0.806 2.501 3.844
N -0.055 1.246 3.983
H 2.291 0.672 1.668
H 2.453 0.275 3.369
H 3.259 2.661 2.447
H 2.620 2.511 4.066
H 0.841 3.251 1.703
H 1.783 4.442 2.542
H -0.385 4.585 3.499
H 0.642 3.827 4.701
H -1.435 2.402 2.960
H -1.467 2.626 4.702
H 0.678 1.364 4.673
*
```

---

[3]
Below is a structure of composition C41H38N8O2SW at a distorted geometry, with properties calculated with the ωB97M-V functional and the def2-TZVPD basis.

## Properties
- molecular weight (g mol⁻¹) = 890.716
- HOMO (spin up / spin down) (eV) = -12.258 / -12.289
- E_tot (Ha) = -2638.37185
- <S²> = 2.018
- gap between HOMO and LUMO (spin up / spin down) (eV) = 6.53 / 6.35
- relative energy (zero: lowest compared OMol25 entry of this formula, charge and spin) (kJ/mol) = 216.1

ORCA input file:
```
! wB97M-V def2-TZVPD RIJCOSX def2/J DEFGRID3
* xyz 2 3
W 12.695 9.635 12.272
N 17.279 7.940 18.891
C 16.307 7.976 17.970
C 16.631 8.553 16.766
C 15.598 8.787 15.840
C 14.292 8.435 16.213
C 13.981 7.787 17.434
C 14.980 7.453 18.306
S 12.968 8.727 15.136
O 11.756 8.408 15.762
O 13.113 10.122 14.600
N 13.132 8.077 13.641
C 12.714 6.861 13.155
N 12.660 5.727 13.832
C 12.147 4.717 13.126
C 11.812 4.807 11.788
C 12.098 6.024 11.139
N 12.542 7.024 11.840
H 18.183 8.224 18.546
H 17.039 7.596 19.840
H 17.621 8.856 16.523
H 15.745 9.192 14.834
H 12.947 7.552 17.766
H 14.791 6.983 19.297
H 11.781 3.794 13.668
H 11.242 4.082 11.246
H 11.849 6.221 10.104
C 9.033 8.245 7.888
C 9.118 8.150 9.304
C 10.149 8.747 10.026
C 11.259 9.304 9.392
C 12.530 9.708 10.119
C 13.582 10.029 9.307
C 13.567 10.065 7.889
C 12.386 9.772 7.276
C 11.265 9.252 7.995
C 10.106 8.799 7.231
H 8.192 7.882 7.285
H 8.326 7.756 9.899
H 10.134 8.703 11.157
H 14.519 10.251 9.824
H 14.425 10.407 7.287
H 12.203 9.901 6.239
H 10.041 8.914 6.164
C 12.882 14.217 9.995
N 12.134 13.566 11.170
C 11.689 14.601 12.220
C 11.095 12.674 10.650
C 10.451 11.894 11.756
C 9.132 12.132 11.894
C 8.409 11.612 12.971
C 8.960 10.644 13.746
C 10.264 10.236 13.462
C 11.049 10.924 12.513
H 13.825 14.690 10.279
H 12.317 14.994 9.566
H 13.093 13.457 9.204
H 12.803 13.012 11.695
H 10.884 15.284 11.936
H 12.541 15.111 12.642
H 11.239 14.032 13.045
H 11.545 12.087 9.868
H 10.354 13.318 10.176
H 8.673 12.870 11.223
H 7.465 12.103 13.126
H 8.489 10.207 14.691
H 10.631 9.446 14.173
N 19.631 11.009 13.578
C 20.833 10.573 14.259
C 22.075 11.095 14.288
C 22.991 10.410 15.049
C 22.610 9.197 15.673
C 21.402 8.574 15.538
C 20.468 9.321 14.790
N 19.151 9.046 14.498
C 18.748 10.034 13.755
C 17.391 10.009 13.150
C 16.659 11.214 13.110
C 15.324 11.192 12.691
N 14.800 10.092 12.242
C 15.585 8.984 12.027
C 16.843 8.881 12.579
H 19.622 11.778 12.884
H 22.360 11.899 13.675
H 24.034 10.761 15.031
H 23.390 8.730 16.285
H 21.188 7.663 16.157
H 17.049 12.158 13.560
H 14.864 12.160 12.721
H 15.017 8.278 11.421
H 17.459 7.958 12.531
*
```

---

[4]
Below is a structure of composition C41H39BrCl2F2N3RuS at a distorted geometry, with properties calculated with the ωB97M-V functional and the def2-TZVPD basis.

## Properties
- molecular weight (g mol⁻¹) = 895.727
- HOMO (spin up / spin down) (eV) = -5.235 / -7.051
- E_tot (Ha) = -5937.16917
- <S²> = 8.791
- gap between HOMO and LUMO (spin up / spin down) (eV) = 5.44 / 5.72
- relative energy (zero: lowest compared OMol25 entry of this formula, charge and spin) (kJ/mol) = 156.6

ORCA input file:
```
! wB97M-V def2-TZVPD RIJCOSX def2/J DEFGRID3
* xyz 0 6
Ru 0.491 -0.279 -0.424
F -0.832 -1.542 4.820
C -0.036 -1.769 3.746
C -0.158 -0.949 2.629
C 0.641 -1.148 1.519
C 1.635 -2.170 1.561
C 1.661 -3.017 2.688
F 2.477 -4.102 2.703
C 0.851 -2.832 3.783
C 2.530 -2.288 0.448
C 3.777 -2.935 0.472
C 4.514 -3.061 -0.676
C 3.991 -2.542 -1.877
C 2.805 -1.857 -1.826
N 2.092 -1.681 -0.709
H -0.899 -0.166 2.671
H 0.901 -3.502 4.626
H 4.150 -3.332 1.401
H 5.473 -3.553 -0.674
H 4.510 -2.677 -2.813
H 2.383 -1.447 -2.736
Cl 2.897 1.039 0.492
C 3.650 1.469 -1.008
C 4.953 1.925 -0.961
C 5.625 2.230 -2.131
C 5.014 2.020 -3.358
C 3.712 1.558 -3.396
Cl 2.967 1.254 -4.920
C 2.972 1.310 -2.224
S 1.302 0.851 -2.376
H 5.438 2.024 -0.004
H 6.630 2.616 -2.082
H 5.536 2.212 -4.284
C -0.097 -6.000 -2.173
C -0.543 -4.610 -2.494
C -1.556 -4.347 -3.421
C -1.930 -3.026 -3.654
C -1.280 -2.038 -2.952
Br -1.784 -0.211 -3.153
N -0.312 -2.257 -2.062
C 0.035 -3.534 -1.850
H -0.646 -6.735 -2.755
H -0.252 -6.205 -1.115
H 0.966 -6.121 -2.375
H -2.048 -5.153 -3.939
H -2.709 -2.781 -4.358
H 0.809 -3.695 -1.115
C -2.946 -3.476 0.383
C -3.055 -2.038 0.795
C -4.020 -1.611 1.703
C -4.100 -0.267 2.048
C -5.119 0.209 3.039
C -3.222 0.657 1.510
C -2.189 0.269 0.626
C -2.190 -1.105 0.268
N -1.165 1.013 0.147
C -1.066 2.449 0.399
C -0.751 2.678 1.893
C -0.541 4.162 2.175
C -1.789 4.949 1.776
C -2.051 4.763 0.282
C -0.849 5.309 -0.484
C 0.376 4.483 -0.107
C 0.672 4.644 1.383
C 0.107 3.012 -0.417
C -2.288 3.283 -0.035
H -3.694 -4.086 0.880
H -1.960 -3.871 0.624
H -3.080 -3.574 -0.693
H -4.708 -2.325 2.132
H -5.793 -0.592 3.327
H -5.698 1.028 2.616
H -4.622 0.574 3.937
H -3.334 1.677 1.835
H -1.447 -1.441 -0.452
H 0.155 2.114 2.144
H -1.561 2.302 2.515
H -0.360 4.294 3.248
H -1.636 6.011 1.988
H -2.649 4.610 2.359
H -2.948 5.322 -0.005
H -0.688 6.356 -0.213
H -1.020 5.260 -1.560
H 1.242 4.820 -0.689
H 0.890 5.688 1.616
H 1.544 4.043 1.656
H 1.005 2.441 -0.181
H -0.118 2.904 -1.483
H -2.439 3.152 -1.109
H -3.201 2.965 0.460
*
```